Record 1
9
Properties=species:S:1:pos:R:3:mulliken_charge:R:1 method="wB97M-V/def2-TZVPD" homo_lumo_gap_ha=0.3107 de_lowest_ev=1.401 total_charge=0 multiplicity=1
C -0.593 0.256 0.784 0.35
H 0.251 -1.931 0.738 0.32
H 1.251 0.600 -1.678 0.28
N 0.422 -0.239 0.020 0.35
N 0.394 0.433 -1.156 0.01
N -0.373 1.501 -0.999 -0.28
N -1.009 1.409 0.112 -0.21
O 0.837 -1.519 0.058 -0.38
S -1.179 -0.511 2.121 -0.45

Record 2
22
Properties=species:S:1:pos:R:3:lowdin_spin:R:1 method="wB97M-V/def2-TZVPD" s_squared=0.8396 homo_lumo_gap_ha="0.2009 / 0.1832" de_lowest_ev=1.572 total_charge=+2 multiplicity=2
Tc -0.413 0.015 0.036 0.63
C -2.612 -0.542 1.136 0.00
C -1.723 -0.419 2.217 0.01
C -0.606 -1.245 2.294 0.00
C -0.354 -2.191 1.291 0.00
C -1.267 -2.359 0.246 0.00
C -2.400 -1.534 0.166 0.00
H -3.515 0.058 1.109 0.00
H -1.932 0.293 3.006 0.00
H 0.063 -1.179 3.142 0.00
H 0.504 -2.847 1.365 0.00
H -1.122 -3.150 -0.478 0.00
H -3.140 -1.700 -0.610 0.00
S 5.123 0.311 2.447 0.00
Sb 4.598 0.910 0.378 0.01
S 1.682 0.657 0.872 0.04
S 1.280 2.698 1.141 0.02
Se 2.774 2.958 -2.422 0.08
Sb 0.419 2.619 -2.597 0.00
Se -0.675 2.428 0.159 0.04
Se -0.056 -0.048 -2.180 -0.12
Se -1.554 3.318 -3.759 0.29

Record 3
60
Properties=species:S:1:pos:R:3:mulliken_charge:R:1 method="wB97M-V/def2-TZVPD" homo_lumo_gap_ha=0.1952 total_charge=-1 multiplicity=1
O 3.977 1.598 2.467 -0.72
O 0.139 -1.256 7.415 -0.74
O -0.501 1.813 2.291 -0.73
O -1.474 -1.071 -5.829 -0.65
O -3.691 -0.310 -5.294 -0.69
O 2.258 -1.845 7.706 -0.75
Cl -4.090 1.808 -3.206 -0.11
Cl 0.795 0.748 -5.649 -0.15
Br -0.175 5.712 -3.399 -0.16
N 0.967 -2.417 -2.266 -1.11
C 3.206 0.707 2.790 0.68
C 1.324 -1.370 7.024 0.37
C -0.472 0.676 2.764 0.00
C -0.110 -2.518 -3.006 0.28
C -1.009 -1.389 -2.775 0.75
C -0.376 -0.615 -1.847 -0.31
C -2.045 3.534 -3.466 -0.41
C 0.064 3.067 -4.513 -0.45
C -2.498 2.252 -3.780 0.04
C -0.364 1.777 -4.839 0.43
C -0.771 3.952 -3.835 -0.08
C -1.665 1.364 -4.485 -0.20
N -1.541 -0.132 2.724 -0.01
N 0.819 -1.263 -1.555 0.93
N 1.959 1.004 3.144 0.01
N -2.255 -1.149 -3.375 -0.15
C 3.677 -0.732 2.723 -0.92
C -0.353 -3.649 -3.959 -1.12
C -0.865 0.659 -1.213 -0.34
C -2.845 0.251 2.183 -0.74
C 1.812 -0.785 -0.587 -0.65
C 1.674 -0.936 5.592 -0.41
C 0.587 -0.085 4.921 -0.61
C 0.812 0.116 3.410 0.04
S -2.284 -0.308 -4.870 1.41
H -2.692 4.210 -2.916 0.45
H 1.067 3.379 -4.786 0.45
H -1.466 -1.031 3.177 0.29
H 1.744 1.991 3.133 0.23
H -2.809 -1.978 -3.546 0.47
H 4.668 -0.752 2.275 0.29
H 2.998 -1.330 2.124 0.19
H 3.744 -1.136 3.730 0.31
H -0.132 -3.327 -4.981 0.20
H -1.396 -3.970 -3.911 0.30
H 0.293 -4.497 -3.713 0.39
H -0.746 0.613 -0.128 -0.39
H -1.923 0.817 -1.430 0.09
H -0.294 1.514 -1.587 0.20
H -3.593 -0.502 2.435 0.35
H -3.148 1.210 2.609 0.29
H -2.786 0.353 1.099 0.12
H 2.226 0.175 -0.909 0.30
H 2.632 -1.504 -0.502 0.36
H 1.351 -0.664 0.397 -0.01
H 2.605 -0.365 5.606 0.18
H 1.829 -1.834 4.989 0.22
H 0.520 0.885 5.416 0.28
H -0.366 -0.600 5.045 0.26
H 0.985 -0.863 2.967 0.44

Record 4
14
Properties=species:S:1:pos:R:3:mulliken_charge:R:1 method="wB97M-V/def2-TZVPD" homo_lumo_gap_ha=0.4735 de_lowest_ev=7.385 total_charge=+1 multiplicity=1
C -0.222 -0.824 0.443 0.10
C 0.880 -1.857 0.826 -1.24
N -0.778 0.140 1.274 -0.44
N -0.101 0.571 0.107 0.29
N -0.044 2.207 -1.463 -0.40
O -0.762 1.079 -1.008 -0.22
H -0.969 -1.278 -0.217 0.39
H 1.660 -1.684 1.500 0.38
H 1.301 -2.065 -0.133 0.38
H 0.408 -2.774 1.019 0.37
H -1.793 0.342 1.171 0.35
H 0.886 1.085 0.138 0.49
H -0.671 2.992 -1.258 0.29
H 0.207 2.067 -2.398 0.27

Record 5
44
Properties=species:S:1:pos:R:3:mulliken_charge:R:1 method="wB97M-V/def2-TZVPD" homo_lumo_gap_ha=0.3683 de_lowest_ev=2.439 total_charge=0 multiplicity=1
C 8.162 -0.961 -0.702 -1.15
C 7.082 -1.987 -0.379 -0.45
C 5.666 -1.417 -0.462 -0.40
H 5.513 -0.963 -1.443 0.31
H 4.948 -2.234 -0.361 0.34
C 5.374 -0.374 0.626 -0.94
C 3.946 0.073 0.540 0.51
C 2.950 -0.606 1.237 -0.77
C 1.626 -0.223 1.125 -0.59
C 1.298 0.843 0.312 0.21
C 2.267 1.532 -0.390 -0.76
C 3.590 1.144 -0.274 -0.55
H 4.356 1.679 -0.815 0.40
H 1.970 2.369 -1.002 0.47
S -0.414 1.298 0.134 1.39
O -0.502 2.642 -0.365 -0.71
O -1.132 0.954 1.326 -0.64
N -0.878 0.230 -1.094 -0.23
H -0.846 0.718 -1.978 0.33
C -2.131 -0.458 -0.879 -0.81
H -2.204 -1.284 -1.593 0.40
C -3.351 0.470 -0.989 -0.57
C -4.575 -0.215 -0.463 0.35
C -4.774 -0.336 0.909 -0.22
C -5.898 -1.005 1.362 -0.45
N -6.802 -1.542 0.559 -0.62
C -6.614 -1.427 -0.744 -0.30
C -5.524 -0.780 -1.306 -0.46
H -5.420 -0.714 -2.379 0.35
H -7.376 -1.878 -1.367 0.36
H -6.092 -1.119 2.421 0.36
H -4.060 0.089 1.598 0.46
H -3.492 0.772 -2.029 0.45
H -3.139 1.359 -0.390 0.38
H -2.077 -0.866 0.132 0.34
H 0.841 -0.726 1.668 0.47
H 3.219 -1.436 1.874 0.40
H 6.035 0.483 0.495 0.36
H 5.569 -0.817 1.604 0.39
H 7.252 -2.391 0.621 0.31
H 7.161 -2.815 -1.087 0.32
H 7.983 -0.514 -1.678 0.30
H 8.187 -0.169 0.042 0.31
H 9.140 -1.437 -0.718 0.36

Record 6
15
Properties=species:S:1:pos:R:3:mulliken_charge:R:1 method="wB97M-V/def2-TZVPD" homo_lumo_gap_ha=0.3945 de_lowest_ev=0.991 total_charge=0 multiplicity=1
O -2.049 -1.933 1.786 -0.64
H -2.989 -1.926 1.966 0.30
H -1.889 -1.116 1.314 0.36
O 2.349 1.131 1.064 -0.66
H 2.043 2.035 0.998 0.31
H 2.929 1.128 1.826 0.31
O 2.177 -0.757 -3.082 -0.63
H 1.515 -0.862 -2.399 0.34
H 1.694 -0.857 -3.902 0.30
O -2.162 0.695 0.686 -0.68
H -2.345 1.553 1.069 0.30
H -2.529 0.743 -0.197 0.33
O 0.476 -0.195 -0.671 -0.63
H 1.130 0.336 -0.217 0.36
H -0.351 0.023 -0.240 0.34

Record 7
66
Properties=species:S:1:pos:R:3:lowdin_spin:R:1 method="wB97M-V/def2-TZVPD" s_squared=3.7599 homo_lumo_gap_ha="0.3064 / 0.3128" de_lowest_ev=0.475 total_charge=+1 multiplicity=4
V 1.785 -0.266 -1.295 2.80
C -3.164 1.958 1.386 0.00
C -1.984 2.868 1.111 0.00
C -1.463 3.577 2.342 0.00
O -0.889 2.136 0.465 0.00
P -0.194 0.792 0.799 0.01
O 1.247 0.808 0.375 0.03
C -1.135 -0.469 -0.116 0.01
P -0.293 -2.061 -0.268 0.01
O 1.185 -1.901 -0.153 0.02
O -0.840 -2.994 0.849 0.00
C -2.196 -3.574 0.834 0.00
C -2.051 -5.056 0.580 0.00
C -2.839 -3.239 2.159 0.00
O -0.755 -2.700 -1.616 0.01
C -0.141 -2.757 -2.946 0.00
C -0.914 -1.833 -3.862 0.00
C 1.369 -2.528 -2.998 0.01
O -0.379 0.532 2.328 0.00
C 0.620 -0.227 3.113 0.00
C -0.151 -0.990 4.162 0.00
C 1.613 0.761 3.682 0.00
H -3.988 2.551 1.781 0.00
H -2.907 1.202 2.131 0.00
H -3.510 1.476 0.471 0.00
H -2.252 3.596 0.348 0.00
H -1.201 2.859 3.119 0.00
H -2.235 4.242 2.731 0.00
H -0.586 4.173 2.096 0.00
H -1.265 -0.052 -1.120 0.00
H -2.124 -0.591 0.329 0.00
H -2.747 -3.106 0.014 0.00
H -1.460 -5.514 1.373 0.00
H -1.561 -5.240 -0.375 0.00
H -3.035 -5.524 0.561 0.00
H -2.256 -3.664 2.976 0.00
H -3.844 -3.659 2.195 0.00
H -2.914 -2.160 2.301 0.00
H -0.317 -3.791 -3.240 0.00
H -0.759 -0.790 -3.589 0.00
H -1.977 -2.064 -3.824 0.00
H -0.570 -1.964 -4.888 0.00
H 1.653 -1.462 -3.050 0.01
H 1.695 -2.917 -3.963 0.00
H 1.915 -3.065 -2.227 0.00
H 1.126 -0.915 2.431 0.00
H -0.685 -0.298 4.814 0.00
H 0.539 -1.576 4.768 0.00
H -0.869 -1.667 3.702 0.00
H 1.105 1.476 4.331 0.00
H 2.120 1.303 2.885 0.00
H 2.359 0.227 4.271 0.00
F 0.487 4.464 -2.518 0.00
C 1.591 4.370 -3.279 0.00
F 1.209 3.986 -4.508 0.00
F 2.105 5.608 -3.386 0.00
C 2.599 3.420 -2.687 0.00
C 3.863 3.851 -2.344 0.01
C 4.772 2.967 -1.765 0.00
C 4.369 1.673 -1.533 0.01
N 3.155 1.232 -1.886 0.01
C 2.270 2.073 -2.472 0.02
S 0.767 1.311 -2.836 0.01
H 4.143 4.881 -2.518 0.00
H 5.765 3.288 -1.489 0.00
H 5.026 0.955 -1.060 0.00

Record 8
10
Properties=species:S:1:pos:R:3:mulliken_charge:R:1 method="wB97M-V/def2-TZVPD" homo_lumo_gap_ha="0.2998 / 0.2583" de_lowest_ev=4.969 total_charge=0 multiplicity=1
C -0.476 -0.251 1.284 0.16
C 0.316 0.879 1.155 -0.56
C -0.069 -0.210 -1.647 0.07
O -0.102 -1.443 0.969 -0.54
Cl -1.236 0.658 -2.504 -0.10
Br -0.491 -1.969 -1.339 0.08
Br 1.795 -0.026 -2.171 -0.04
H -1.241 -0.083 2.011 0.38
H 0.187 1.761 1.601 0.38
H 1.316 0.682 0.639 0.18